{
  "formula": "C31H59FO17S7",
  "method": "ωB97M-V/def2-TZVPD",
  "symbols": ["C", "C", "O", "C", "O", "O", "F", "H", "H", "H", "C", "C", "C", "S", "O", "O", "C", "H", "H", "H", "H", "H", "H", "H", "H", "C", "C", "C", "S", "O", "O", "C", "H", "H", "H", "H", "H", "H", "H", "H", "C", "C", "C", "S", "O", "O", "C", "H", "H", "H", "H", "H", "H", "H", "H", "C", "C", "C", "S", "O", "O", "C", "H", "H", "H", "H", "H", "H", "H", "H", "C", "C", "C", "S", "O", "O", "C", "H", "H", "H", "H", "H", "H", "H", "H", "C", "C", "C", "S", "O", "O", "C", "H", "H", "H", "H", "H", "H", "H", "H", "C", "C", "C", "S", "O", "O", "C", "H", "H", "H", "H", "H", "H", "H", "H"],
  "xyz": [[11.75554, 11.46204, 16.60897], [12.91566, 11.17645, 15.73737], [12.46756, 11.69199, 14.48997], [11.18088, 11.66853, 14.42479], [10.43826, 11.74580, 13.46605], [10.74916, 11.44377, 15.67105], [13.07380, 9.87421, 15.70391], [11.86932, 12.45240, 17.04980], [11.67402, 10.70676, 17.39065], [13.81526, 11.64352, 16.13821], [8.55458, 8.78466, 13.76343], [8.10952, 8.41928, 15.21236], [9.13602, 7.46120, 15.77680], [10.02502, 6.56327, 14.43634], [9.14316, 5.50600, 13.87097], [11.38696, 6.21847, 14.86749], [9.92416, 8.20238, 13.52897], [8.49088, 9.84668, 13.52644], [7.88756, 8.28930, 13.05788], [7.15796, 7.88848, 15.18278], [7.88546, 9.33269, 15.76334], [8.65376, 6.69897, 16.38879], [9.83080, 8.03892, 16.38639], [10.26378, 8.02453, 12.50861], [10.63588, 8.76375, 14.13432], [10.82948, 12.30001, 8.66244], [10.78682, 12.10436, 10.18465], [11.47054, 10.82641, 10.57828], [10.82436, 9.65235, 9.30174], [9.50698, 9.16683, 9.77801], [11.88488, 8.72732, 8.93982], [10.39494, 10.95049, 7.99640], [11.87918, 12.54364, 8.49839], [10.22976, 13.19966, 8.52438], [9.73484, 12.21719, 10.44672], [11.18316, 13.00672, 10.65022], [11.29596, 10.32980, 11.53275], [12.54848, 10.80157, 10.41851], [9.31908, 11.04940, 7.85207], [11.04130, 10.64695, 7.17288], [8.42128, 14.43261, 19.39906], [9.03838, 13.82230, 20.68382], [8.24398, 12.52403, 20.86206], [7.98638, 11.78113, 19.18435], [6.57150, 11.52572, 18.97102], [9.06239, 10.86102, 18.84564], [8.35854, 13.28892, 18.31072], [8.92024, 15.37989, 19.19459], [7.37990, 14.70425, 19.57183], [8.86741, 14.50403, 21.51696], [10.09996, 13.66488, 20.49307], [7.23758, 12.80424, 21.17313], [8.57874, 11.72095, 21.51864], [7.78328, 13.33331, 17.38594], [9.33177, 13.09375, 17.86035], [13.56468, 14.53212, 12.51680], [14.73828, 15.43669, 12.35387], [15.32842, 15.52161, 13.80892], [14.02004, 15.17538, 15.10551], [13.89180, 16.37888, 15.90845], [14.33698, 13.94706, 15.76366], [12.77286, 15.02345, 13.78995], [13.83504, 13.47656, 12.54516], [12.91976, 14.46202, 11.64086], [14.42062, 16.41166, 11.98424], [15.45778, 15.03719, 11.63917], [15.73752, 16.51800, 13.97611], [16.21962, 14.91696, 13.97707], [12.34434, 16.00387, 13.58203], [11.98972, 14.43740, 14.27094], [14.24118, 6.76047, 16.80255], [15.48902, 6.58585, 17.74682], [15.03530, 7.00260, 19.13408], [13.29636, 7.61372, 19.13117], [13.32744, 9.03587, 18.81892], [12.53774, 6.98591, 20.18026], [12.91098, 6.72730, 17.56130], [14.15168, 6.06453, 15.96844], [14.35356, 7.71928, 16.29643], [16.33280, 7.20514, 17.44250], [15.88200, 5.57439, 17.84983], [15.72342, 7.62982, 19.70082], [14.94146, 6.19469, 19.85973], [11.98052, 7.16186, 17.19591], [12.65718, 5.68893, 17.77457], [18.46395, 9.39855, 16.04333], [16.99485, 9.92954, 15.87037], [16.36978, 10.67792, 17.05332], [17.62774, 10.45038, 18.41559], [17.03013, 9.77399, 19.59254], [18.34102, 11.69060, 18.59063], [18.67913, 9.25219, 17.49036], [19.11864, 10.05311, 15.46797], [18.39347, 8.38381, 15.65162], [16.33862, 9.10642, 15.58762], [17.03886, 10.60566, 15.01654], [15.36354, 10.37707, 17.34504], [16.25166, 11.75131, 16.90501], [18.24867, 8.30927, 17.82756], [19.71451, 9.18314, 17.82398], [15.37358, 15.03672, 19.15075], [15.49180, 13.50859, 19.10822], [14.09110, 12.97812, 18.92062], [12.90854, 14.12778, 19.80472], [12.43636, 13.44411, 20.94746], [11.97692, 14.60614, 18.78849], [14.33412, 15.30305, 20.25996], [15.13870, 15.42733, 18.16062], [16.33752, 15.48803, 19.38576], [16.08262, 13.14388, 19.94847], [16.07270, 13.23452, 18.22758], [13.97892, 11.98058, 19.34540], [13.71794, 13.11917, 17.90625], [14.60284, 14.95128, 21.25603], [13.87692, 16.28127, 20.40883]],
  "forces_ev_per_angstrom": [[0.907, 0.622, 1.011], [0.250, 1.945, 1.464], [3.999, 0.003, -1.357], [-3.382, -0.800, 0.045], [1.585, 0.307, 1.120], [-3.631, -0.084, -0.164], [0.665, -2.424, -1.095], [-0.307, 0.133, 0.158], [-0.399, 0.014, -0.119], [0.181, 0.196, -0.985], [-0.795, -1.000, -0.629], [-0.649, -0.211, -1.258], [-0.118, -0.614, 1.258], [-1.606, 0.551, 0.241], [1.667, 2.061, 0.870], [-1.343, 0.418, -0.702], [1.099, -1.007, 0.075], [0.373, -0.025, 0.219], [-0.177, 0.073, -0.041], [-0.067, 0.079, -0.250], [0.651, -0.216, 0.484], [0.192, 0.018, 0.175], [0.480, -0.434, -0.073], [-0.150, 0.393, -0.041], [0.492, 0.022, -0.329], [1.109, -0.722, 0.935], [-0.781, 1.125, 0.513], [-0.190, -1.212, -1.062], [-2.043, 0.300, 1.110], [2.014, 0.303, -0.623], [-0.816, 0.640, -0.230], [1.262, 0.829, 1.261], [0.002, -0.011, -0.805], [-0.146, -0.357, -0.899], [-0.129, -0.936, 0.514], [0.531, -0.163, 0.142], [-0.459, 0.440, -0.002], [0.075, 0.414, -0.132], [0.183, -0.951, -0.294], [-0.605, 0.277, -0.373], [-0.785, -0.532, -0.334], [-0.534, -0.548, -1.196], [-0.533, -0.574, -0.194], [0.345, 1.649, -0.019], [0.763, -0.759, 0.342], [-0.994, -0.252, 0.431], [1.669, 0.805, -0.187], [0.249, -0.373, -0.773], [-0.148, 0.062, 0.317], [0.217, -0.165, 0.072], [-0.086, -0.087, 0.379], [-0.122, -0.163, -0.017], [0.410, 0.237, -0.023], [-0.892, 0.533, 0.587], [0.490, 0.129, 0.510], [-1.941, -1.179, 0.322], [0.593, -0.052, 1.316], [0.736, 0.792, -0.284], [1.865, 2.909, -2.447], [-0.495, -0.894, -0.367], [-0.341, -1.124, 0.272], [0.130, -0.559, 0.150], [0.414, -0.058, 0.857], [-0.355, 0.761, -0.005], [0.063, 0.102, 0.221], [0.067, 0.000, 0.151], [-0.470, 0.204, 0.331], [-0.385, -0.657, -0.057], [0.251, 0.170, 0.258], [-0.103, -0.445, -0.673], [-0.117, 0.506, -0.981], [-0.989, -0.020, 0.265], [-0.364, -0.035, 2.007], [1.277, -1.250, -2.305], [-0.475, -0.302, 0.587], [0.029, 0.902, 0.452], [0.576, 0.035, 1.333], [0.374, -0.312, 0.204], [-0.075, 0.224, 0.140], [-0.214, 0.093, -0.280], [-0.271, -0.139, -0.459], [-0.235, 0.793, -0.488], [-0.121, -0.621, -0.438], [0.550, 0.327, -0.618], [0.052, 0.019, 0.471], [-1.905, 0.141, -0.656], [-0.457, 0.366, -0.992], [0.917, 0.036, 0.596], [-0.994, -1.036, 0.965], [1.018, 1.082, -1.955], [-0.038, 0.030, 0.015], [0.020, -0.515, 1.778], [0.321, -0.309, 0.397], [0.697, 0.222, -0.524], [0.024, -0.015, 0.037], [-0.323, -0.056, -0.079], [0.289, -0.762, 0.304], [0.616, 0.018, -0.123], [-0.168, -0.090, -0.021], [-0.066, 0.723, 0.215], [0.211, 0.113, 0.860], [0.446, 0.612, -1.074], [-0.868, 0.418, 0.881], [3.057, -0.362, -2.532], [-1.133, -0.351, 1.973], [0.434, 0.291, 0.870], [-1.718, -0.138, -0.631], [-0.644, 0.086, 0.160], [-0.007, 0.010, 0.309], [-0.539, -0.215, 0.245], [0.121, 0.075, 0.037], [-0.413, -0.041, -0.261], [0.464, -0.440, -0.101], [0.355, -0.230, -0.176], [0.284, 0.186, -0.481]],
  "lowdin_charge": [-0.084, -0.336, 0.161, -0.586, 0.140, 0.090, 0.119, 0.125, 0.147, 0.132, -0.202, -0.190, -0.238, 0.757, -0.339, -0.355, -0.216, 0.107, 0.113, 0.110, 0.114, 0.105, 0.093, 0.098, 0.083, -0.216, -0.270, -0.209, 0.723, -0.363, -0.340, -0.162, 0.107, 0.114, 0.121, 0.097, 0.080, 0.103, 0.101, 0.089, -0.188, -0.199, -0.202, 0.688, -0.340, -0.343, -0.219, 0.108, 0.105, 0.119, 0.072, 0.096, 0.102, 0.104, 0.073, -0.228, -0.204, -0.188, 0.695, -0.321, -0.315, -0.179, 0.114, 0.102, 0.116, 0.117, 0.091, 0.095, 0.111, 0.091, -0.197, -0.171, -0.226, 0.708, -0.347, -0.322, -0.212, 0.111, 0.082, 0.080, 0.112, 0.083, 0.094, 0.076, 0.109, -0.207, -0.198, -0.191, 0.726, -0.349, -0.330, -0.239, 0.119, 0.116, 0.098, 0.109, 0.079, 0.071, 0.085, 0.116, -0.197, -0.226, -0.203, 0.698, -0.321, -0.340, -0.165, 0.096, 0.117, 0.125, 0.082, 0.107, 0.047, 0.099, 0.095],
  "smiles": "O=C1OC[C@@H](F)O1.O=S1(=O)CCCC1.O=S1(=O)CCCC1.O=S1(=O)CCCC1.O=S1(=O)CCCC1.O=S1(=O)CCCC1.O=S1(=O)CCCC1.O=S1(=O)CCCC1",
  "gap_ha": 0.3612,
  "e_lumo_ha": -0.0029,
  "molar_mass_g_mol": 947.263,
  "e_tot_ev": -146470.004
}